[1]
Formula: C15H23BN6PbSi
Source: OMol25
Level of theory: the ωB97M-V functional and the def2-TZVPD basis

```
! wB97M-V def2-TZVPD RIJCOSX def2/J DEFGRID3
* xyz 0 1
H 0.9726 3.3521 -0.2797
N 0.5586 1.8089 -1.7041
B 0.1569 0.3559 -3.7861
N 0.5473 1.7197 -3.0668
C 0.9074 2.9150 -3.5840
Pb 0.1561 -0.0834 -0.5828
H 0.9574 3.0111 -4.6575
C 1.1421 3.7862 -2.5186
H 1.4444 4.8102 -2.5808
C 0.9090 3.0621 -1.3355
H 0.2229 0.4863 -4.9904
C -0.5684 -1.8662 0.5760
H -0.5872 -1.8589 1.6915
H 0.2160 -2.5648 0.2625
H -1.5932 -2.0245 0.2163
N -1.3082 -0.0520 -3.3488
N 1.1744 -0.7857 -3.3244
N -1.6106 -0.2332 -2.0272
N 1.3190 -1.1044 -2.0097
C -2.4216 -0.2397 -4.0921
C 2.0350 -1.5512 -4.0218
H -2.3519 -0.1220 -5.1639
H 2.0703 -1.4182 -5.0843
C -3.4636 -0.5605 -3.2223
C 2.7095 -2.3768 -3.1180
C -2.9226 -0.5565 -1.9225
C 2.2308 -2.0869 -1.8337
H -4.4800 -0.7724 -3.4862
H 3.4544 -3.1017 -3.3363
H -3.3907 -0.7535 -0.9520
H 2.4548 -2.4697 -0.8288
H -0.9272 0.8684 1.0161
C -1.5130 0.8727 5.2464
Si 0.0223 -0.0014 4.6532
C 1.5351 0.8701 5.2435
C 0.0116 -1.7604 5.2230
C 0.0522 0.1193 2.8081
C -0.2223 0.3782 1.6596
H -1.5338 0.8830 6.3435
H -2.4190 0.3735 4.8809
H -1.5275 1.9106 4.8845
H 1.5608 0.8793 6.3448
H 2.4433 0.3698 4.8722
H 1.5441 1.9093 4.8799
H -0.8809 -2.2993 4.8649
H 0.9020 -2.3034 4.8640
H 0.0112 -1.7950 6.3273
*
```

## Properties
Frontier orbital gap (alpha / beta) = 5.55 / 5.55 eV
Energy above the lowest of the compared OMol25 structures with the same formula, charge and spin = 93.80 kcal per mole
HOMO energy (alpha / beta) = -4.9 / -4.9 eV

[2]
Formula: C15H23Cl24N4
Source: OMol25
Level of theory: the ωB97M-V functional and the def2-TZVPD basis

```
! wB97M-V def2-TZVPD RIJCOSX def2/J DEFGRID3
* xyz 1 1
C 4.7980 -2.8583 0.2521
C 3.3153 -2.3192 0.4065
C 3.0623 -1.0026 -0.4638
C 2.0115 -1.2751 -1.6341
C 1.0040 -0.0712 -1.8344
C -0.4994 -0.4510 -1.6118
N -0.9434 -0.3498 -0.2103
C -1.9906 -0.9708 0.2448
N -2.4122 -0.8202 1.6240
N -2.8008 -1.8468 -0.5592
C -2.1893 -3.2171 -0.6428
N -2.4362 -3.8911 -1.9228
C -1.1887 -4.2639 -2.6165
H 4.9902 -3.6506 1.0198
H 5.0073 -3.3112 -0.7411
H 5.5511 -2.0521 0.4546
H 3.2211 -2.0414 1.4890
H 2.5995 -3.1191 0.1089
H 4.0589 -0.7630 -0.9150
H 2.7562 -0.1347 0.1679
H 1.5122 -2.2658 -1.5198
H 2.6350 -1.3431 -2.5611
H 1.2902 0.8378 -1.2500
H 1.0927 0.2300 -2.9122
H -0.6551 -1.4841 -1.9952
H -1.1355 0.2337 -2.2319
H -0.4592 0.2261 0.4823
H -3.4034 -0.5569 1.5207
H -2.4687 -1.7797 1.9941
H -2.9837 -1.4438 -1.4787
H -1.0715 -3.0762 -0.5370
H -2.5395 -3.8132 0.2325
H -2.9822 -3.2795 -2.5263
H -0.5861 -3.3828 -2.9830
H -1.4618 -4.8374 -3.5385
H -0.5089 -4.8610 -1.9662
C -3.7358 2.8427 -1.4497
Cl -4.4578 3.0737 -3.0489
Cl -2.1246 3.5815 -1.4185
Cl -4.7633 3.5961 -0.2208
Cl -3.5924 1.0996 -1.1104
C -7.3214 1.1333 2.2787
Cl -8.6738 0.3093 1.4868
Cl -7.5320 2.8871 2.1408
Cl -7.2660 0.6754 3.9893
Cl -5.7998 0.6592 1.4909
C 5.6556 -1.5557 -4.0155
Cl 6.9200 -1.9645 -5.1857
Cl 4.9851 0.0412 -4.3999
Cl 4.3676 -2.7746 -4.0936
Cl 6.3462 -1.5298 -2.3829
C -0.4825 4.7633 2.5781
Cl -2.1618 5.2365 2.8894
Cl -0.4493 3.1212 1.8994
Cl 0.2490 5.8891 1.4237
Cl 0.4319 4.7948 4.0991
C -1.2961 0.1947 5.2821
Cl -3.0159 -0.2317 5.1782
Cl -0.3779 -0.7512 4.0902
Cl -1.0958 1.9209 4.9448
Cl -0.6946 -0.1670 6.9076
C 4.3405 6.4321 1.0612
Cl 3.1005 5.6563 2.0639
Cl 5.2258 5.1934 0.1511
Cl 3.5613 7.5533 -0.0711
Cl 5.4679 7.3251 2.0959
*
```

## Properties
Frontier orbital gap = 8.80 eV
HOMO energy = -12.5 eV

[3]
Formula: C15H23ClInO3
Source: OMol25
Level of theory: the ωB97M-V functional and the def2-TZVPD basis

```
! wB97M-V def2-TZVPD RIJCOSX def2/J DEFGRID3
* xyz -1 1
C 4.4595 1.6401 1.3561
C 4.9768 1.2798 -0.0427
O 4.1710 0.3735 -0.7619
C 3.9718 -0.8704 -0.0943
C 2.5544 -0.9102 0.5085
C 1.9645 -2.3302 0.6412
C 0.4317 -2.1976 0.8922
C -0.4037 -2.3950 -0.4046
In -0.7271 -0.5381 -1.5848
O 0.6524 -0.4801 -3.1235
Cl -0.2454 1.4576 -0.1875
C -2.8054 -0.4856 -2.4399
C -3.5092 0.7659 -2.0243
O -3.7729 1.6316 -2.8611
C -3.8979 1.0416 -0.5829
C -4.7991 2.0583 -0.3551
C -5.1812 2.3978 0.9147
C -4.6539 1.7125 1.9862
C -3.7713 0.6883 1.7775
C -3.3988 0.3561 0.4963
H 4.5565 0.8208 2.0769
H 5.0308 2.5054 1.7155
H 3.4024 1.9283 1.3530
H 6.0087 0.9008 0.0552
H 4.9795 2.2061 -0.6270
H 4.7467 -1.0890 0.6544
H 3.9987 -1.6560 -0.8609
H 1.9126 -0.3483 -0.1768
H 2.5030 -0.4165 1.4853
H 2.1478 -2.9470 -0.2438
H 2.3963 -2.7999 1.5363
H 0.1597 -3.0213 1.5731
H 0.2077 -1.2576 1.4092
H -1.3695 -2.8295 -0.1117
H 0.1168 -3.1319 -1.0282
H 1.2779 0.2361 -2.9723
H -2.6791 -0.4262 -3.5251
H -3.3899 -1.3909 -2.2360
H -5.2036 2.6262 -1.1866
H -5.8909 3.2024 1.0803
H -4.9363 2.0036 2.9954
H -3.3150 0.1279 2.5879
H -2.6771 -0.4393 0.3356
*
```

## Properties
Frontier orbital gap = 7.97 eV
HOMO energy = -5.0 eV

[4]
Formula: C15H23FI2N3O7PtSb
Source: OMol25
Level of theory: the ωB97M-V functional and the def2-TZVPD basis

```
! wB97M-V def2-TZVPD RIJCOSX def2/J DEFGRID3
* xyz 0 3
Pt 1.6739 -0.0220 0.0673
F 2.3809 -0.6513 1.7994
I 4.3385 -0.5923 -0.9885
I 4.6186 1.9928 -0.4381
O -0.4459 -2.0295 -6.7857
N 0.2338 -2.8462 -6.2006
O 0.6172 -3.9003 -6.6611
C 0.5953 -2.5451 -4.8181
C 0.1825 -1.3391 -4.2610
C 0.5255 -1.0861 -2.9544
C 1.2191 -2.0029 -2.1368
O 1.3496 -1.8643 -0.8623
C 1.7167 -3.1323 -2.8202
C 1.3786 -3.4471 -4.1199
N 2.6907 -4.0023 -2.1433
O 2.6286 -5.1883 -2.3546
O 3.5487 -3.4593 -1.4655
N 0.1559 0.1477 -2.3355
O 1.1467 0.7817 -1.7344
O -1.0416 0.4335 -2.0850
H -0.3911 -0.6293 -4.8356
H 1.7388 -4.3538 -4.5816
C -1.7765 3.0377 -0.4337
C -2.1126 1.7455 0.2907
C -3.2702 1.9052 1.2697
Sb -0.3657 0.9606 1.2439
C 0.4465 2.5724 2.3958
C -0.5727 3.2888 3.2719
C 1.6500 2.1445 3.2268
C -1.1640 -0.5056 2.5691
C -0.1652 -1.1356 3.5241
C -1.8217 -1.5807 1.7002
H -2.6505 3.3863 -0.9854
H -0.9644 2.8991 -1.1463
H -1.5000 3.8313 0.2628
H -2.3696 0.9836 -0.4401
H -3.0685 2.6249 2.0613
H -3.5588 0.9644 1.7325
H -4.1375 2.2690 0.7167
H 0.7907 3.2607 1.6138
H -1.0087 2.6118 4.0086
H -1.3841 3.7428 2.7061
H -0.0761 4.0864 3.8260
H 1.3325 1.5653 4.0929
H 2.1559 3.0328 3.6069
H 2.3724 1.5347 2.6832
H -1.9296 0.0257 3.1416
H 0.6687 -1.5938 2.9976
H -0.6740 -1.9017 4.1112
H 0.2537 -0.4131 4.2201
H -1.0753 -2.0987 1.0945
H -2.5783 -1.1789 1.0243
H -2.3074 -2.3296 2.3287
*
```

## Properties
Frontier orbital gap (alpha / beta) = 5.99 / 6.81 eV
⟨S²⟩ = 2.017
HOMO energy (alpha / beta) = -7.9 / -9.0 eV

[5]
Formula: C15H23IO
Source: OMol25
Level of theory: the ωB97M-V functional and the def2-TZVPD basis

```
! wB97M-V def2-TZVPD RIJCOSX def2/J DEFGRID3
* xyz 0 1
C -4.3250 -2.3043 0.3833
C -3.3063 -2.2302 -0.2373
C -2.1704 -2.1128 -1.1487
C -1.6401 -0.6312 -1.2451
C -2.5916 0.4423 -0.7799
C -3.0305 1.4805 -1.5194
C -0.5027 -0.5381 -0.1753
C 0.8593 -0.6312 -0.8644
I 1.9912 -2.4611 -0.4935
C 1.8144 0.5423 -0.6512
C 2.4746 0.6709 0.7251
C 1.5330 0.6943 1.9321
C 2.1346 1.3969 3.1562
C 1.0569 1.5406 4.2531
C 0.3704 -0.7959 -2.3403
C 1.2610 -0.3269 -3.4642
O -0.9663 -0.3580 -2.4445
H -5.2728 -2.3597 0.8668
H -1.3658 -2.7223 -0.7341
H -2.4423 -2.4754 -2.1404
H -2.9010 0.3580 0.2586
H -3.4141 1.3266 -2.5224
H -2.9746 2.4841 -1.1117
H -0.5438 0.5116 0.1351
H -0.6004 -1.0642 0.7718
H 1.3334 1.4778 -0.9524
H 2.6277 0.3948 -1.3672
H 3.2330 -0.0967 0.8697
H 2.9998 1.6323 0.7221
H 1.3531 -0.3445 2.2323
H 0.5632 1.1468 1.7295
H 2.9644 0.8302 3.5767
H 2.4773 2.3785 2.8249
H 1.4417 1.2612 5.2325
H 0.6370 2.5443 4.2906
H 0.2307 0.8572 4.0461
H 0.3008 -1.8801 -2.5074
H 0.7749 -0.5540 -4.4133
H 1.3960 0.7562 -3.4326
H 2.2192 -0.8406 -3.4614
*
```

## Properties
SMILES = C#CC[C@@]1(C=C)C[C@](I)(CCCCC)[C@H](C)O1
Frontier orbital gap = 9.12 eV
HOMO energy = -8.7 eV

For the records above, the corresponding energy values read -1420.92092 -11848.60102 -1461.49555 -2330.78634 -958.13157 Ha.